[1]
69
Properties=species:S:1:pos:R:3 method="wB97M-V/def2-TZVPD" homo_ev=-10.39 charge=+1 gap_ha=0.2271 lumo_energy_ev=-4.21
C 5.67567 3.16677 0.10032
N 5.70662 1.87544 -0.55357
C 6.96961 1.46083 -1.13697
C 7.07401 2.09542 -2.49689
F 8.19594 1.77253 -3.18957
F 5.98109 1.74324 -3.26470
F 7.02451 3.46631 -2.38236
C 4.54183 1.20337 -0.81124
C 4.46516 -0.21476 -0.74471
C 3.23150 -0.82472 -0.78471
C 2.02934 -0.07058 -0.99198
C 0.77579 -0.75415 -0.91111
C -0.47282 -0.16409 -1.27990
C -1.41462 -0.96373 -1.99642
C -2.52342 -0.39748 -2.58634
C -2.85925 0.95032 -2.30241
N -4.06535 1.49475 -2.75948
C -4.52616 1.18940 -4.10845
C -5.13809 1.72985 -1.78660
C -4.99434 3.02804 -1.04101
F -6.17001 3.42952 -0.46024
F -4.06163 2.93683 -0.03582
F -4.58764 4.03223 -1.88403
C -1.98795 1.72108 -1.48324
C -0.84904 1.16581 -0.93826
C 2.16331 1.32387 -1.25658
C 3.38485 1.95499 -1.13571
H 4.91714 3.15786 0.89483
H 6.65177 3.36817 0.55133
H 5.41284 3.95776 -0.61869
H 7.79896 1.81557 -0.51239
H 6.99316 0.37785 -1.26909
H 5.37621 -0.79198 -0.55822
H 3.16175 -1.90579 -0.64998
H 0.84382 -1.85018 -0.93747
H -1.21326 -2.02938 -2.12872
H -3.19539 -1.00335 -3.20597
H -3.88537 0.43533 -4.57290
H -5.56170 0.82886 -4.09689
H -4.49255 2.09558 -4.73357
H -6.09171 1.77140 -2.32296
H -5.15339 0.93814 -1.02461
H -2.23216 2.76504 -1.29189
H -0.23615 1.74525 -0.24527
H 1.29779 1.90947 -1.55302
H 3.48025 3.03321 -1.30380
C -4.24525 -3.75508 4.58627
C -2.94618 -3.23108 4.49369
C -2.46212 -2.91262 3.22754
C -3.24619 -3.06623 2.07852
C -4.54698 -3.55444 2.18323
C -5.04440 -3.91163 3.44460
S -2.41986 -2.48852 0.67750
C -0.98070 -2.06425 1.62239
N 0.11043 -1.57478 1.14831
C 1.12840 -1.12753 2.10034
C 1.15425 -1.98451 3.33561
C -0.20305 -2.08097 3.97477
N -1.21092 -2.35750 2.94168
H -4.64156 -4.03308 5.56123
H -2.33923 -3.05521 5.38634
H -5.14290 -3.64256 1.28265
H -6.05614 -4.31033 3.53287
H 2.07931 -1.15700 1.57205
H 0.93946 -0.07007 2.36807
H 1.49704 -2.98558 3.07778
H 1.86829 -1.56515 4.03531
H -0.24922 -2.89650 4.69657
H -0.48342 -1.14526 4.47389

[2]
96
Properties=species:S:1:pos:R:3 method="wB97M-V/def2-TZVPD" homo_ev="-11.99 / -11.99" charge=+2 gap_ha="0.1746 / 0.1747" lumo_energy_ev="-7.24 / -7.23"
Pb 0.22434 -0.59056 0.91248
C 1.02458 4.93869 2.30063
S -0.65561 4.27957 2.40286
C -0.46227 2.56665 2.20020
S 1.06683 1.84121 1.88970
N -1.57645 1.90624 2.30919
N -1.61854 0.60463 2.14319
C -2.54777 -0.09578 2.66758
C -2.61901 -1.53678 2.48179
C -3.65252 -2.26427 3.06364
C -3.67588 -3.64028 2.91015
C -2.67832 -4.24712 2.16252
C -1.69048 -3.44753 1.60984
N -1.64899 -2.12949 1.77792
H 0.90939 5.99256 2.05930
H 1.58869 4.43925 1.51958
H 1.52325 4.83018 3.26048
H -3.28060 0.37403 3.31754
H -4.41649 -1.74837 3.62953
H -4.46023 -4.23037 3.36405
H -2.65879 -5.31647 2.00952
H -0.89940 -3.88071 1.00965
N -1.15877 -1.43519 -1.14720
C -0.61085 -2.58571 -1.76119
C -1.36150 -3.56288 -2.36155
C -0.74249 -4.65044 -3.00880
C 0.61970 -4.74675 -3.08069
C 1.42381 -3.77923 -2.43691
C 2.83659 -3.78615 -2.45371
C 3.53088 -2.83901 -1.74737
C 2.81260 -1.91918 -0.96762
N 1.50085 -1.86349 -0.96425
C 0.79895 -2.73107 -1.72338
H -2.16898 -1.45028 -1.06599
H -0.87446 -0.56195 -1.58959
H -2.44232 -3.48382 -2.36944
H -1.36049 -5.39756 -3.48762
H 1.09557 -5.55307 -3.62311
H 3.35579 -4.54530 -3.02538
H 4.61127 -2.81264 -1.75028
H 3.32796 -1.21743 -0.31786
N 1.04561 0.87044 -0.96398
C 1.60460 1.31000 -1.87974
N 2.22485 1.79895 -2.91049
C 1.57452 2.72887 -3.84130
C 2.44796 3.97184 -3.95645
O 3.74880 3.61285 -4.37595
C 4.39407 2.77456 -3.43936
C 3.61764 1.47511 -3.23626
H 0.57368 2.96974 -3.48578
H 1.50782 2.24765 -4.82074
H 2.48902 4.48602 -2.98715
H 2.04937 4.64812 -4.71029
H 4.50497 3.29465 -2.47881
H 5.37863 2.55481 -3.84779
H 4.06024 0.88682 -2.43402
H 3.63425 0.89259 -4.16146
C 0.17286 -0.74873 5.58569
N 1.60371 -0.60413 5.68842
C 2.05723 0.22707 6.77867
C 2.33047 -0.49691 4.45446
C 2.21279 -1.74954 3.61527
C 2.78452 -2.86764 4.24578
C 2.79523 -4.11932 3.66827
C 2.22604 -4.30956 2.42325
C 1.64357 -3.23162 1.77836
C 1.63444 -1.97656 2.37303
H -0.22572 -1.08150 6.54413
H -0.07448 -1.49709 4.82816
H -0.33196 0.19698 5.31868
H 1.57685 -0.09118 7.70355
H 1.81871 1.29276 6.62538
H 3.13615 0.13140 6.89868
H 3.38461 -0.33682 4.69406
H 2.01551 0.35912 3.87805
H 3.21584 -2.71136 5.22650
H 3.25500 -4.94740 4.19179
H 2.22224 -5.28161 1.94834
H 1.20366 -3.38789 0.80103
C -6.04023 4.65898 -2.58794
C -4.85222 3.81011 -2.87556
C -4.19935 3.76578 -4.07558
C -3.08225 2.91741 -4.19981
N -2.64038 2.17827 -3.19329
C -3.28243 2.20753 -2.01607
S -2.82273 1.28715 -0.69078
N -4.37971 3.02776 -1.87904
C -2.34737 2.80847 -5.49389
H -6.36788 5.18157 -3.48162
H -5.79799 5.39812 -1.82177
H -6.86628 4.05320 -2.21204
H -4.53860 4.36618 -4.90562
H -4.84142 3.02061 -0.98041
H -2.81005 3.40881 -6.27319
H -2.32117 1.76551 -5.80976
H -1.31308 3.12890 -5.36295

[3]
30
Properties=species:S:1:pos:R:3 method="wB97M-V/def2-TZVPD" relative_energy_kj_mol=0.0 homo_ev=-13.86 charge=+1 smiles="O=[PH2]c1cc(C(=O)OCCO)cc[n+]1P(=O)(O)O" gap_ha=0.2896 lumo_energy_ev=-5.98
O -3.74253 -0.16324 0.95265
P -3.13764 0.56696 -0.22732
C -1.39372 -0.09729 -0.44418
C -0.88486 -0.90289 0.67844
C 0.48771 -1.46518 0.63711
C 1.06457 -2.31618 1.84474
O 0.64609 -3.40268 2.08744
O 2.06286 -1.68181 2.57862
C 1.59578 -0.38932 3.05463
C 2.22017 0.85237 2.28671
O 3.13812 0.48520 1.24275
C 1.30810 -1.17477 -0.56443
C 0.72715 -0.35119 -1.63776
N -0.57528 0.16123 -1.57673
P -1.07629 1.15653 -2.94132
O -0.75184 2.59009 -2.72271
O -0.16163 0.63563 -4.23861
O -2.64650 0.94687 -3.38783
H -3.04612 1.94317 0.16296
H -3.99149 0.33286 -1.33906
H -1.50792 -1.08833 1.59137
H 1.94292 -0.31716 4.12695
H 0.46699 -0.35160 3.10089
H 2.75858 1.53245 3.01577
H 1.34465 1.46217 1.89372
H 3.08628 1.21084 0.59108
H 2.34412 -1.58270 -0.62896
H 1.41325 -0.13970 -2.50350
H -0.57060 -0.21349 -4.53454
H -3.12090 1.76116 -3.09886

M? In order: 579.6; 948.2; 296.1 g/mol.